ORCA calculation (the ωB97M-V functional and the def2-TZVPD basis) on a cluster of 40 separate species, H80O40 in total.

Structure (XYZ):
```
120
H80O40 (the ωB97M-V functional and the def2-TZVPD basis)
H 3.40096 3.63988 0.59240
H 3.74666 -4.48343 -2.24924
H -0.59989 -1.36580 6.10397
O -1.01775 -4.33920 2.50139
H -3.37678 1.25980 5.15340
H -2.41732 1.14762 6.32628
H 0.90107 -0.26260 -4.09806
H -3.34846 -4.53208 3.52122
O -5.34225 3.82085 1.84706
O 5.77701 0.69116 -1.24251
O -3.62546 -1.43872 4.49483
H 3.41474 0.98426 -3.64481
H 2.55825 -4.93815 1.74578
H 2.38482 1.60997 3.94035
H -0.25325 3.14130 1.30618
H 0.18179 -3.14925 5.02586
H -5.25038 3.99120 0.91010
H -3.91622 1.24829 -3.75247
H 0.40727 1.24120 -4.55242
O 4.60945 1.57078 1.43436
H 3.94642 2.77302 3.04125
O -1.93086 1.95227 -1.71948
H -0.65352 -1.61481 -6.40005
H 4.40853 1.12677 -2.48814
H -0.26656 0.09378 -2.13690
H 1.06590 0.28575 -1.30877
O 3.65382 1.57592 -2.92757
H 2.31616 1.13277 -0.16679
H 2.18868 1.33472 -1.82345
O -3.60977 -1.43494 -0.24660
O -1.16391 -3.46571 -4.73475
H -3.65467 4.77369 0.31414
H -0.29589 3.14646 -4.55296
O 0.11932 0.10072 -1.26579
O -3.45760 -4.66928 2.58471
H -0.06434 -3.29845 -0.00944
H -3.68005 -3.74777 2.31549
H 1.03828 -2.20749 -0.59778
H -0.96745 3.77297 3.41598
H -3.96538 -0.77580 3.89667
O 1.93083 -0.04820 1.00025
H 4.69062 -1.02083 -1.35915
H 3.38317 0.78762 3.06137
H -0.24379 -3.84287 2.25026
O 3.46828 -3.83757 -1.61555
H 4.46327 1.52852 0.46658
H -0.76039 -0.04109 1.15770
H 3.39443 5.27700 0.89501
O -3.22593 2.04237 1.22958
H -2.57497 5.85618 -0.23834
H -1.10487 -1.23325 2.06876
O 3.12160 3.25023 3.35537
H -3.43547 -0.81157 5.20022
O -2.34715 -4.23167 0.06846
H 4.26094 0.83024 1.90787
O 3.91474 -0.66601 -1.79947
H 4.18520 -1.04039 -2.68453
H -2.27667 1.77446 1.16952
O -0.23348 3.14870 3.39528
H 2.82076 -4.16006 3.03435
O 0.70846 -2.69790 0.19521
H -2.45616 3.68705 -4.52495
H -1.77142 -3.70808 -5.42858
H -4.79157 4.43885 2.34927
H 0.66921 3.78076 -3.52129
H 6.41016 0.02731 -0.94930
O -0.15590 3.18232 0.35146
H 2.31980 -2.16150 3.33264
H 2.56301 3.66789 -2.22380
H 2.64074 -4.04794 -1.12983
H 2.53019 -2.70555 -5.31285
O 2.93379 -5.01853 2.61283
O 1.44956 -2.84472 -3.16727
H 2.01319 0.18607 1.94132
H -3.14397 -0.90370 0.34811
O -1.48740 -0.50349 1.57481
H 1.38764 -1.08324 3.91432
H 0.35933 3.43512 4.16958
H 1.29259 -0.76431 0.93063
O -3.31713 5.67310 0.32070
H 2.52055 5.17967 -1.51170
H -0.77264 -0.03896 5.45176
O 2.06599 1.66960 -0.95652
H -3.17022 2.16706 0.27006
H -4.55654 -1.35821 -0.34956
H -0.19449 -1.86330 -5.06009
O -5.83230 -2.51752 0.30076
H -1.08593 -3.66353 4.70930
H -1.76926 -4.35785 1.91143
H 6.40727 1.24347 -1.72279
O 2.83453 0.76799 3.83598
O -0.99573 -2.33258 -1.44479
O -3.06984 4.35302 -4.12035
H -1.63760 -3.74897 -3.96575
H -1.27004 1.82078 -1.00208
H -0.79486 -1.63357 -0.75171
O 3.08504 -1.99942 -5.66971
H -2.00536 -3.80052 -0.74563
H 2.57715 -1.26554 -5.98127
H -5.95110 -3.02186 1.11584
H 3.03948 4.15530 2.87898
O 0.09999 -1.40808 -5.83608
H -3.31437 -4.35411 -0.05105
O -0.47471 -0.42663 6.27596
O 1.10073 0.64081 -4.30958
H 0.76314 -2.49276 -2.60405
O 1.41118 -1.88694 3.36434
H 0.78101 3.35993 0.28271
H -5.49268 -3.09786 -0.37675
H -3.85248 3.79595 -4.07366
O 3.79175 4.42014 0.95756
O -0.69609 -3.16864 5.42216
O -4.70759 0.70739 -3.66828
H -1.56436 2.71003 -2.21489
O -2.39698 1.16179 5.36719
O 0.64667 3.22246 -4.30694
H 2.25886 -2.49909 -2.71745
O 2.34310 4.23763 -1.49779
H -1.71980 -1.82962 -1.83628
H -5.24804 1.25959 -4.26923
```

## Properties
lowest unoccupied orbital energy: -0.0215 Eh
E_tot: -3057.388427 Ha
HOMO level: -10.295 eV
frontier orbital gap: 9.710 eV